The following is a quantum chemistry calculation of a 2-piece molecular cluster, C4H10N2O overall in a non-equilibrium geometry, from the OMol25 dataset.

Atoms and positions in Å:
C 0.97 0.70 1.09
C 0.24 -1.42 0.30
C -2.29 -0.24 -0.35
N -0.03 -0.10 0.71
C -1.24 0.58 0.34
N 2.11 0.61 -1.01
O -1.39 1.76 0.55
H 1.61 1.22 -1.63
H 3.07 0.51 -1.30
H 0.79 1.74 1.24
H 1.83 0.24 1.56
H 0.98 -1.91 0.93
H -0.63 -2.03 0.14
H 1.66 -0.33 -0.99
H -3.13 0.40 -0.59
H -1.90 -0.66 -1.28
H -2.62 -1.06 0.28

Output
Energy relative to the best compared isomer or geometry (same formula, charge and spin) in eV: 4.106
DFT total energy in eV: -9334.88183
Gap between HOMO and LUMO (alpha / beta) in eV: 6.6 / 7.3



The following is a quantum chemistry calculation of one molecule with the formula C4H10N2O, from the OMol25 dataset.

Atoms and positions in Å:
C 2.13 0.33 0.08
N 1.32 0.09 -1.11
C 0.08 -0.49 -0.99
O -0.36 -1.26 -1.83
N -0.59 -0.15 0.19
C -1.52 -1.16 0.68
C -1.07 1.22 0.30
H 1.75 1.18 0.65
H 2.14 -0.53 0.75
H 3.15 0.56 -0.23
H 1.81 -0.26 -1.92
H -1.73 -0.95 1.74
H -1.05 -2.14 0.60
H -2.47 -1.18 0.12
H -0.35 1.91 -0.16
H -2.03 1.35 -0.21
H -1.21 1.49 1.35

Output
Energy relative to the best compared isomer or geometry (same formula, charge and spin) in eV: 0.961
DFT total energy in eV: -9338.02666
Gap between HOMO and LUMO in eV: 10.0
SMILES: CNC(=O)N(C)C



The following is a quantum chemistry calculation of C4H10N2O as an isolated structure in a non-equilibrium geometry, from the OMol25 dataset.

Atoms and positions in Å:
C 0.25 -0.97 -1.97
N 0.72 0.17 -1.32
C -0.28 0.63 -0.40
C -0.28 -0.17 0.91
N 0.14 -1.42 1.09
C 1.58 -0.98 1.05
O -1.98 2.41 0.62
H 0.92 -1.25 -1.05
H 0.65 -1.21 -2.93
H -0.77 -1.34 -1.90
H -1.29 0.50 -0.80
H -0.24 1.73 -0.17
H -0.90 0.27 1.69
H -2.67 3.08 0.68
H 2.20 -1.82 0.65
H 1.85 -0.89 2.10
H 2.05 -0.13 0.54

Output
Energy relative to the best compared isomer or geometry (same formula, charge and spin) in eV: 11.354
DFT total energy in eV: -9327.63325
Gap between HOMO and LUMO in eV: 4.1



The following is a quantum chemistry calculation of C4H10N2O as an isolated structure in a non-equilibrium geometry, from the OMol25 dataset.

Atoms and positions in Å:
C 2.18 0.26 0.21
C -0.06 1.04 -0.16
C -2.38 0.07 0.27
N 1.31 0.94 -0.62
C -0.91 -0.21 0.07
O 2.20 -1.12 -0.67
N -0.39 -1.37 0.10
H 1.37 -1.57 -0.34
H 1.59 -0.23 -1.31
H -1.07 -2.10 0.27
H 3.23 0.55 0.11
H 1.88 0.02 1.23
H -0.61 1.66 -0.88
H -0.11 1.60 0.78
H -2.82 0.37 -0.68
H -2.52 0.90 0.97
H -2.91 -0.81 0.64

Output
Energy relative to the best compared isomer or geometry (same formula, charge and spin) in eV: 3.900
DFT total energy in eV: -9335.08750
Gap between HOMO and LUMO in eV: 9.1



The following is a quantum chemistry calculation of one molecule with the formula C4H10N2O in a non-equilibrium geometry, from the OMol25 dataset.

Atoms and positions in Å:
C -1.29 -2.10 0.36
N -0.25 -0.99 0.57
C -0.67 0.35 0.91
C -0.26 1.15 -0.34
N 1.00 0.79 -0.96
C 2.19 1.48 -0.95
O 2.87 2.07 -0.01
H -1.80 -2.33 1.33
H -0.89 -3.11 -0.02
H -2.09 -1.73 -0.30
H 0.63 -1.27 1.00
H -0.10 0.58 1.79
H -1.68 0.43 1.07
H -0.97 1.01 -1.10
H -0.32 2.14 0.16
H 1.00 0.02 -1.58
H 2.64 1.51 -1.94

Output
Energy relative to the best compared isomer or geometry (same formula, charge and spin) in eV: 3.109
DFT total energy in eV: -9335.87840
Gap between HOMO and LUMO in eV: 9.4
SMILES: CNCCNC=O



The following is a quantum chemistry calculation of one molecule with the formula C4H10N2O, from the OMol25 dataset.

Atoms and positions in Å:
C -1.27 -1.16 -0.40
C -0.06 -0.43 0.17
C 0.94 -1.53 0.46
O 0.90 -2.24 1.43
N 0.49 0.49 -0.78
C -0.15 1.79 -0.92
N -0.45 2.43 0.36
H -1.77 -1.80 0.33
H -2.03 -0.46 -0.75
H -0.99 -1.78 -1.26
H -0.33 0.02 1.13
H 1.74 -1.68 -0.30
H 1.49 0.53 -0.76
H -1.06 1.63 -1.50
H 0.53 2.42 -1.47
H -0.47 3.44 0.31
H -1.35 2.12 0.72

Output
Energy relative to the best compared isomer or geometry (same formula, charge and spin) in eV: 1.844
DFT total energy in eV: -9337.14334
Gap between HOMO and LUMO in eV: 10.0
SMILES: C[C@@H](C=O)NCN



The following is a quantum chemistry calculation of one molecule with the formula C4H10N2O, from the OMol25 dataset.

Atoms and positions in Å:
C 0.90 0.70 -2.33
C 1.22 -0.39 -1.35
O 1.89 -1.35 -1.65
N 0.80 -0.19 -0.06
C -0.36 0.60 0.39
C -1.27 -0.28 1.24
N -0.71 -0.47 2.56
H 1.29 1.66 -1.98
H 1.31 0.49 -3.31
H -0.18 0.83 -2.42
H 0.92 -1.05 0.47
H 0.01 1.38 1.05
H -0.90 0.98 -0.47
H -2.23 0.23 1.37
H -1.46 -1.21 0.69
H 0.13 -1.03 2.60
H -1.36 -0.90 3.20

Output
Energy relative to the best compared isomer or geometry (same formula, charge and spin) in eV: 0.909
DFT total energy in eV: -9338.07822
Gap between HOMO and LUMO in eV: 10.4
SMILES: CC(=O)NCCN



The following is a quantum chemistry calculation of one molecule with the formula C4H10N2O in a non-equilibrium geometry, from the OMol25 dataset.

Atoms and positions in Å:
C 1.18 0.28 -1.79
C 0.28 -0.60 -0.96
N 0.03 -0.29 0.39
C 0.98 0.39 1.24
C -1.38 0.14 0.30
N -2.12 -0.48 1.29
O -1.80 1.17 -0.22
H 2.21 0.21 -1.43
H 0.88 1.33 -1.74
H 1.18 -0.04 -2.83
H 0.45 -1.67 -1.04
H -0.96 -0.50 -1.29
H 1.90 -0.21 1.25
H 1.19 1.40 0.87
H 0.57 0.46 2.25
H -2.18 -0.17 2.25
H -2.42 -1.43 1.45

Output
Energy relative to the best compared isomer or geometry (same formula, charge and spin) in eV: 3.845
DFT total energy in eV: -9335.14219
Gap between HOMO and LUMO in eV: 9.2
SMILES: CCN(C)C(N)=O



Which value of energy relative to the best compared isomer or geometry (same formula, charge and spin) does entry 2 give? 0.961 eV



Which formula does entry 6 have? C4H10N2O



Look up the DFT total energy of the first one. -9334.88183 eV



Look up the energy relative to the best compared isomer or geometry (same formula, charge and spin) of the second one. 0.961 eV